Record 1
ORCA calculation (the ωB97M-V functional and the def2-TZVPD basis) on a structure of composition C25H41N2O2PtSi4Te in a non-equilibrium geometry.

⟨S²⟩: 2.010
LUMO energy (spin up / spin down) in eV: 2.596 / 2.213
Multiplicity: 3
Frontier orbital gap (spin up / spin down) in eV: 6.344 / 6.194
Total energy in hartree: -2782.662760
Total charge: -1

Last column: Löwdin charge in e.
Cartesian coordinates (Å):
Pt 0.029725 0.427340 2.539500  0.80
O 2.014489 1.164420 3.382922  -0.28
C 2.896192 0.522734 4.041398  -0.41
C 4.274825 0.872113 3.871557  -0.02
C 5.268006 0.332549 4.641563  -0.11
C 4.980957 -0.645275 5.611114  -0.13
C 3.686802 -1.077468 5.738867  -0.08
C 2.632366 -0.540431 4.975481  -0.15
C 1.340707 -1.140175 5.123558  -0.12
N 0.260665 -0.766090 4.548395  -0.07
C -0.951933 -1.530004 4.745392  -0.23
C -1.591607 -1.839169 3.392879  -0.23
N -1.832695 -0.588663 2.696726  -0.13
C -2.900434 -0.449813 1.996608  -0.12
C -3.348020 0.747293 1.358495  -0.16
C -4.647172 0.735391 0.813904  -0.09
C -5.231971 1.857350 0.287435  -0.13
C -4.501514 3.058253 0.293966  -0.10
C -3.224772 3.106164 0.782873  -0.04
C -2.562856 1.954440 1.320297  -0.39
O -1.364295 2.067053 1.729628  -0.18
H 4.497203 1.610430 3.111145  0.11
H 6.293994 0.654811 4.501757  0.09
H 5.770234 -1.062071 6.223583  0.08
H 3.448758 -1.862769 6.451035  0.10
H 1.305768 -2.021462 5.781611  0.12
H -0.765926 -2.469067 5.284766  0.11
H -1.657975 -0.927770 5.326850  0.12
H -0.902338 -2.458530 2.810071  0.12
H -2.522101 -2.401812 3.540325  0.11
H -3.577692 -1.308605 1.918069  0.12
H -5.198361 -0.200223 0.840023  0.11
H -6.238417 1.831283 -0.109373  0.09
H -4.955412 3.958909 -0.104520  0.10
H -2.671602 4.036992 0.784629  0.11
C 2.262006 -0.217327 -4.925442  -0.22
Si 2.416952 0.022579 -3.041405  0.31
C 3.210593 1.733880 -2.832437  -0.23
C 3.667579 -1.308523 -2.520223  -0.24
Si 0.479264 -0.054486 -1.691913  0.01
Te 1.638237 -0.004593 0.525943  0.48
Si -0.645846 -2.077494 -2.112184  0.34
C 0.448286 -3.546149 -1.618027  -0.22
C -1.032852 -2.287294 -3.963692  -0.22
C -2.273529 -2.243857 -1.152476  -0.21
Si -0.924484 1.699840 -2.388077  0.37
C -0.588467 2.019836 -4.238261  -0.23
C -2.756175 1.225073 -2.294548  -0.21
C -0.663559 3.337053 -1.484961  -0.20
H 3.254582 -0.194330 -5.382372  0.02
H 1.661191 0.569324 -5.386392  0.00
H 1.804187 -1.177131 -5.175516  0.00
H 4.191830 1.795992 -3.309487  0.02
H 3.329188 1.973956 -1.773398  0.01
H 2.570774 2.501757 -3.276522  0.01
H 4.648228 -1.144460 -2.973381  0.02
H 3.316810 -2.296830 -2.828956  0.01
H 3.787968 -1.323481 -1.435081  -0.01
H 1.390030 -3.519804 -2.172261  0.01
H -0.026080 -4.512537 -1.806223  0.02
H 0.698854 -3.487876 -0.555959  0.02
H -0.127075 -2.149192 -4.557989  0.00
H -1.761922 -1.546228 -4.302953  0.02
H -1.432610 -3.279404 -4.187712  0.02
H -2.095065 -2.044812 -0.092211  0.01
H -2.720028 -3.237330 -1.241488  0.03
H -3.007565 -1.512880 -1.495209  0.01
H -0.487891 1.080321 -4.788266  0.01
H 0.337529 2.584051 -4.376991  0.01
H -1.402162 2.588546 -4.695525  0.02
H -2.963569 0.341783 -2.903898  0.01
H -3.397276 2.033472 -2.655187  0.03
H -3.050303 1.004758 -1.266965  0.00
H 0.383355 3.645830 -1.539103  0.03
H -0.916183 3.224021 -0.428376  0.00
H -1.278363 4.135849 -1.907412  0.03

Force components x, y, z for each atom (eV/Å):
Pt -0.28 0.59 0.83
O -0.11 0.11 -0.11
C 0.00 -0.09 0.10
C 0.11 0.10 0.04
C -0.11 -0.03 -0.01
C 0.08 -0.08 0.10
C -0.02 -0.03 -0.02
C 0.15 0.12 -0.22
C -0.11 0.03 0.04
N 0.00 -0.13 -0.35
C -0.08 -0.12 0.01
C -0.05 -0.19 0.12
N -0.01 -0.33 -0.40
C -0.01 0.01 0.28
C 0.16 0.23 -0.19
C -0.05 0.00 0.06
C -0.16 -0.05 -0.02
C 0.13 -0.07 0.04
C -0.15 0.14 0.00
C -0.12 -0.15 0.09
O 0.31 -0.07 -0.06
H -0.05 0.03 0.02
H -0.01 0.01 -0.04
H -0.02 -0.02 -0.01
H 0.00 0.00 -0.01
H -0.01 0.05 0.05
H 0.01 0.03 0.02
H 0.01 -0.02 0.02
H 0.01 0.05 -0.03
H -0.01 0.04 -0.01
H -0.07 0.04 0.12
H 0.00 0.00 -0.01
H 0.02 -0.05 -0.01
H 0.02 0.02 0.01
H 0.04 -0.04 0.01
C -0.31 0.02 0.18
Si 0.56 0.06 -0.33
C -0.17 -0.11 0.15
C -0.25 0.10 0.16
Si 0.04 -0.15 -0.04
Te 0.04 -0.11 -0.50
Si -0.09 -0.49 -0.06
C 0.05 0.25 0.02
C 0.03 0.19 0.14
C 0.14 0.21 0.03
Si -0.32 0.49 -0.31
C 0.10 -0.16 0.16
C 0.24 -0.09 0.10
C 0.14 -0.29 0.11
H 0.05 0.01 0.07
H 0.02 -0.03 -0.01
H 0.02 0.00 -0.02
H 0.00 -0.08 -0.05
H -0.01 0.00 -0.01
H 0.01 0.00 0.01
H -0.03 0.08 -0.06
H 0.00 0.01 0.01
H 0.02 -0.03 -0.01
H 0.00 -0.02 0.02
H -0.11 0.05 -0.05
H 0.02 0.03 -0.01
H -0.01 -0.02 -0.01
H 0.01 0.00 0.00
H -0.02 -0.02 0.07
H 0.03 -0.03 0.00
H 0.10 -0.05 -0.06
H -0.02 0.02 0.01
H -0.04 0.02 -0.01
H 0.00 -0.03 -0.01
H -0.03 0.04 0.07
H 0.02 -0.02 -0.02
H 0.08 0.07 0.00
H -0.02 -0.02 -0.06
H 0.01 -0.02 -0.01
H 0.12 0.01 -0.05
H -0.06 -0.06 -0.07

***

Record 2
ORCA calculation (the ωB97M-V functional and the def2-TZVPD basis) on the molecule C6H4N2O6 in a non-equilibrium geometry.

⟨S²⟩: 2.051
LUMO energy (spin up / spin down) in eV: -1.131 / -4.153
Multiplicity: 3
Frontier orbital gap (spin up / spin down) in eV: 6.484 / 5.796
Total energy in hartree: -791.508453

Last column: Löwdin charge in e.
Cartesian coordinates (Å):
C -0.727621 1.171263 1.457844  0.08
C -1.166671 -0.276655 1.291274  -0.14
C 0.148122 1.616694 0.590513  -0.35
C -1.415562 -0.440321 -0.210030  -0.20
C 1.272584 1.135767 -0.152151  0.09
C -0.118879 -0.973150 -0.700875  -0.16
N 0.537371 -1.465772 0.278117  -0.24
N 0.223406 -0.974309 -2.050695  -0.34
O 1.108419 2.423854 0.719601  0.13
O -2.275873 0.133063 -0.902466  0.25
O -0.052511 -1.161255 1.526270  0.07
O 1.592771 -2.097596 0.348475  0.07
O -0.583514 -0.590061 -2.864100  0.12
O 1.350279 -1.350767 -2.306097  0.12
H -1.248971 1.742037 2.081505  0.08
H -1.923343 -0.678584 1.852772  0.14
H 1.403162 1.451488 -1.199478  0.14
H 1.876831 0.334304 0.239523  0.12

Force components x, y, z for each atom (eV/Å):
C -1.15 -3.50 -1.92
C 2.42 1.54 -1.51
C -0.19 -2.30 1.12
C 3.13 -1.67 -1.88
C 0.05 1.93 -0.83
C -6.64 2.09 -0.62
N 3.49 -2.30 3.21
N 1.07 -0.48 -0.73
O 2.95 2.06 -1.05
O -0.77 0.30 -0.13
O -0.60 -0.10 -0.37
O 0.02 0.04 -0.20
O -0.76 0.35 -0.15
O 0.43 -0.08 -0.16
H -1.71 2.43 2.76
H -2.08 -0.29 1.61
H -0.13 -0.37 0.61
H 0.45 0.35 0.24

***

Record 3
ORCA calculation (the ωB97M-V functional and the def2-TZVPD basis) on a cluster of 3 separate species, C7H9INO3 in total in a non-equilibrium geometry.

LUMO energy in eV: 3.046
Energy above the lowest of the compared OMol25 structures with the same formula, charge and spin in kcal/mol: 0.0
Frontier orbital gap in eV: 7.421
Total energy in hartree: -850.339723
Total charge: -1

Last column: Löwdin charge in e.
Cartesian coordinates (Å):
C 1.304082 1.167283 -0.637413  -0.32
C 5.028200 -0.697321 -0.457226  -0.52
C 2.570772 0.753794 -0.602495  -0.27
C -0.447043 -0.547518 -1.016105  0.09
C 0.873412 2.685361 -0.502149  -0.05
C -1.202767 -2.382638 0.271951  -0.13
C -1.463817 -1.695374 -1.116820  -0.23
N 0.277981 0.356349 -0.875400  0.18
O 5.188996 0.320874 0.070817  0.14
O 5.200268 -1.755698 -0.905706  0.16
O 2.973391 -0.416308 -0.897319  -0.08
I -4.344980 0.062750 -0.220088  -0.54
H 3.359854 1.516128 -0.356688  0.13
H -0.110607 2.716810 0.180810  0.11
H 0.687392 3.143229 -1.482063  0.06
H 1.609070 3.243524 0.047484  0.04
H -2.036384 -3.127546 0.414081  0.08
H -1.332737 -1.757317 1.119247  0.04
H -0.179601 -2.884084 0.340781  0.10
H -2.523551 -1.251300 -1.319450  -0.07
H -1.177486 -2.394227 -1.843117  0.08

Force components x, y, z for each atom (eV/Å):
C -1.89 4.65 0.53
C -0.15 -0.55 -0.29
C 2.73 -1.44 -0.63
C -0.37 0.69 -0.98
C -1.95 -1.91 1.36
C -0.99 -2.08 -0.64
C 0.88 2.39 2.37
N -1.80 -3.45 -0.46
O 0.64 1.17 0.71
O 0.04 -0.59 -0.26
O -0.44 0.40 0.34
I -0.19 0.12 0.06
H -0.74 -0.39 -0.06
H 1.98 0.09 -1.73
H -0.10 -0.05 0.33
H 0.50 0.20 0.06
H 1.02 0.28 -0.21
H 0.03 1.05 0.48
H -1.42 0.65 -0.33
H 1.67 -0.60 0.79
H 0.54 -0.62 -1.43